(1)
Computed, not measured: a molecular structure, C39H66BI2MoN6S3Si, with ωB97M-V with the def2-TZVPD basis set.

The geometry in XYZ format:
```
119
Properties=species:S:1:pos:R:3:forces:R:3
Mo -0.41921 -1.70105 0.31022 0.022 0.132 0.491
C 4.91204 -1.53305 0.49028 0.080 0.000 -0.027
C 3.98364 -0.62366 1.22660 -0.091 0.111 0.103
C 4.39150 0.26393 2.18563 0.003 0.032 -0.016
C 3.45667 1.07279 2.87620 0.055 0.055 -0.013
N 2.17980 1.03303 2.57404 -0.024 -0.078 0.051
N 1.77934 0.17869 1.63125 -0.002 -0.056 0.049
B 0.25246 0.16473 1.29563 0.011 -0.144 0.010
N -0.54803 0.34281 2.63228 0.037 0.212 0.092
N -0.74080 1.59424 3.03891 -0.051 -0.003 0.063
C -1.33592 1.78895 4.19583 0.032 -0.016 -0.045
C -1.72509 0.69180 4.99642 0.004 -0.066 0.044
C -1.54558 -0.60071 4.56983 0.038 0.191 -0.073
C -1.96941 -1.79835 5.35332 -0.016 -0.042 0.076
C -0.94631 -0.72555 3.30046 0.000 -0.140 0.030
S -0.75106 -2.28723 2.50505 -0.050 -0.087 -0.001
C -1.58896 3.21823 4.63638 0.006 -0.010 -0.013
C -0.80239 3.48059 5.93001 0.029 0.042 0.039
C -1.14454 4.20718 3.55934 0.014 0.028 -0.011
C -3.09325 3.38652 4.90188 -0.049 0.015 -0.009
N -0.13643 1.37619 0.40448 0.129 0.182 -0.098
N 0.67781 2.42443 0.41578 -0.086 0.108 -0.001
C 0.25800 3.54586 -0.13275 -0.024 -0.101 0.012
C -1.03187 3.61985 -0.70211 0.047 0.058 -0.005
C -1.85777 2.52532 -0.75176 0.089 -0.071 0.050
C -3.21772 2.57707 -1.37218 -0.080 0.034 -0.008
C -1.33325 1.35132 -0.17702 -0.004 -0.032 0.041
S -2.18427 -0.19340 -0.17916 0.225 0.016 -0.173
C 1.20572 4.73204 -0.14130 -0.027 -0.010 0.038
C 1.83489 4.81257 -1.54085 0.014 0.006 -0.054
C 2.29915 4.55596 0.91131 0.054 0.010 0.036
C 0.42712 6.02163 0.15421 -0.017 0.081 -0.008
C 2.59187 -0.65160 0.99379 -0.078 -0.072 -0.153
S 1.87751 -1.80652 -0.12395 -0.085 0.155 -0.122
C 3.90580 2.00511 3.98799 -0.041 -0.061 0.045
C 4.69181 1.18316 5.02293 0.025 -0.023 0.043
C 2.69990 2.64889 4.67095 0.012 -0.010 0.045
C 4.81300 3.08938 3.39055 0.014 0.038 -0.052
H 5.94627 -1.24508 0.66610 -0.011 -0.026 0.010
H 4.72123 -1.50225 -0.58306 0.010 0.001 0.009
H 4.78165 -2.56625 0.81977 -0.012 0.021 -0.004
H 5.44238 0.34433 2.43832 -0.043 -0.028 -0.032
H -2.19225 0.87963 5.95556 0.019 -0.026 -0.015
H -2.28524 -1.50876 6.35299 -0.009 -0.011 -0.013
H -1.15305 -2.51638 5.44321 -0.007 0.002 0.002
H -2.80281 -2.30569 4.86357 0.007 0.001 -0.013
H 0.27420 3.39683 5.76648 -0.069 -0.009 0.003
H -1.08709 2.79688 6.73251 0.009 0.008 -0.027
H -1.01175 4.49283 6.27924 -0.001 -0.029 -0.016
H -0.07980 4.10847 3.33768 -0.036 -0.004 0.015
H -1.33170 5.22131 3.91400 0.011 -0.017 -0.007
H -1.69990 4.06462 2.62918 -0.005 -0.014 0.015
H -3.43239 2.79274 5.75281 0.009 0.001 -0.033
H -3.68937 3.11121 4.02800 0.030 0.018 0.023
H -3.30334 4.43111 5.13451 0.012 -0.028 0.009
H -1.36936 4.56353 -1.11317 -0.013 -0.039 -0.005
H -3.74098 3.47378 -1.04028 0.003 -0.004 -0.042
H -3.82274 1.71212 -1.11111 -0.002 0.011 0.005
H -3.13955 2.62408 -2.46017 0.008 -0.005 0.017
H 2.44431 3.93096 -1.75283 -0.023 0.014 0.016
H 2.47791 5.69189 -1.60346 -0.022 -0.028 0.012
H 1.07341 4.90343 -2.31955 0.018 0.001 0.021
H 2.84284 3.62017 0.78323 -0.011 0.011 -0.040
H 1.87968 4.57143 1.92099 0.015 -0.023 -0.042
H 3.01163 5.37825 0.82608 -0.048 -0.009 0.015
H -0.21558 6.32382 -0.67501 0.010 -0.025 0.033
H 1.13326 6.83700 0.31427 -0.007 -0.026 -0.018
H -0.18317 5.93142 1.05689 0.037 -0.015 -0.025
H 4.10988 0.33133 5.38314 0.010 0.028 -0.006
H 4.92507 1.81282 5.88188 -0.004 0.010 -0.023
H 5.64223 0.81431 4.63256 -0.042 0.000 -0.016
H 2.09751 1.89707 5.18862 0.011 0.033 -0.037
H 2.05761 3.16636 3.95845 0.016 0.013 -0.028
H 3.04914 3.37166 5.41024 0.005 -0.048 -0.014
H 5.67939 2.66552 2.87765 -0.025 0.001 0.017
H 5.18978 3.72920 4.18957 -0.022 -0.023 -0.012
H 4.26642 3.71484 2.68284 0.024 -0.008 0.028
I -1.02263 -4.48477 -0.88701 -0.394 -0.125 -0.130
I 1.15921 -5.77498 -0.14256 0.189 -0.131 -0.014
C 0.16561 -6.28347 -4.52513 0.078 0.011 0.064
C -1.15814 -5.58893 -4.86187 -0.106 0.045 -0.259
C -1.17812 -5.33888 -6.40145 0.032 0.013 -0.092
C -2.31355 -6.53943 -4.50834 -0.061 -0.048 0.140
Si -1.40285 -3.85844 -4.17065 0.038 0.130 -0.023
C 0.03671 -2.65095 -4.02293 -0.028 0.161 -0.187
C 1.39996 -3.28361 -3.73009 0.027 -0.067 0.045
C -0.19304 -1.46363 -3.07494 -0.128 -0.080 0.149
C 0.05806 -2.08385 -5.47828 0.000 0.045 0.001
C -3.15979 -3.14767 -4.14489 -0.115 -0.173 0.187
C -3.26845 -1.63619 -3.89518 0.023 0.074 -0.049
C -3.83370 -3.44940 -5.50086 0.026 0.038 -0.141
C -3.97239 -3.84395 -3.02834 -0.075 0.002 0.016
H 0.12180 -7.29615 -4.93312 0.014 0.026 0.014
H 0.33940 -6.37526 -3.45334 0.003 -0.004 0.107
H 1.03064 -5.79917 -4.97549 -0.073 -0.003 0.018
H -1.06277 -6.30861 -6.89491 -0.014 0.001 0.068
H -0.33990 -4.72201 -6.73404 -0.073 -0.073 -0.005
H -2.11006 -4.90514 -6.77030 0.154 -0.040 0.046
H -2.12853 -7.49337 -5.00731 -0.005 0.022 -0.012
H -3.29090 -6.19136 -4.84209 0.085 0.001 0.040
H -2.36710 -6.74617 -3.43620 0.012 0.010 -0.021
H 1.42991 -3.80936 -2.77058 -0.006 0.043 -0.053
H 2.15152 -2.48999 -3.69537 -0.009 -0.024 -0.004
H 1.70492 -3.98236 -4.50744 -0.008 0.057 0.065
H -0.41074 -1.79372 -2.04102 0.063 -0.052 -0.328
H -1.02697 -0.83008 -3.36593 0.154 -0.023 0.000
H 0.71071 -0.85521 -3.02667 0.065 0.005 -0.052
H 0.29519 -2.84927 -6.21898 -0.008 0.064 0.040
H 0.85171 -1.33366 -5.54104 -0.037 0.006 0.020
H -0.87693 -1.59018 -5.76617 0.084 -0.074 0.023
H -2.67435 -1.03164 -4.58653 -0.110 -0.099 0.037
H -4.31334 -1.35264 -4.04522 0.007 -0.015 0.013
H -3.00956 -1.36440 -2.86916 0.031 -0.018 -0.062
H -3.33128 -2.93803 -6.32572 -0.033 -0.028 -0.008
H -4.85562 -3.06471 -5.45874 0.011 -0.008 0.017
H -3.89742 -4.51106 -5.73774 -0.015 0.119 0.056
H -3.62436 -3.54595 -2.03328 0.036 -0.087 0.023
H -3.99876 -4.93371 -3.09947 0.073 0.124 0.031
H -5.00590 -3.49034 -3.09385 0.024 -0.039 -0.034
```
Positions in Å, forces in eV/Å.

Results
* HOMO level (spin up / spin down): -15.844 / -15.883 eV
* F_max: 0.51 eV/Å
* relative energy (zero: lowest compared OMol25 entry of this formula, charge and spin): 0.000 eV
* total energy: -109551.6913 eV
* HOMO-LUMO gap (spin up / spin down): 0.23920 / 0.23650 Ha
* charge: +3
* spin multiplicity: 3

(2)
Computed, not measured: 12 unconnected molecules or ions with the total composition C39H66FN13O28 in a non-equilibrium geometry, with ωB97M-V with the def2-TZVPD basis set.

The geometry in XYZ format:
```
147
Properties=species:S:1:pos:R:3:forces:R:3
C 3.38589 -1.22342 -2.42819 0.794 -0.360 0.557
C 3.47855 0.22765 -1.65175 0.220 0.040 -0.153
C 2.69348 1.45545 -2.45124 1.305 -1.163 -1.246
O 2.82420 2.74180 -1.74422 -2.351 -0.971 0.130
C 1.52988 3.24740 -1.26120 -0.432 0.715 1.023
C 0.68366 2.18637 -0.32565 -1.497 -1.569 0.936
C -0.83673 1.80099 -0.84601 1.336 -2.166 3.441
C -1.70064 0.71192 0.02314 3.088 0.861 1.154
C -0.97182 0.06576 1.38286 0.426 1.845 -1.317
C 0.53207 0.49854 1.91050 -1.375 1.656 -3.451
C 1.39444 1.58976 1.03913 -3.540 -1.477 -1.189
C 2.90725 2.01856 1.57217 -1.204 0.590 0.068
C 2.73581 3.26293 2.67041 -0.502 0.583 -0.183
N 3.21840 2.90442 4.06225 0.545 0.048 -1.197
C -1.89810 -1.07221 2.17942 3.337 -2.989 0.858
O -1.25219 -2.15274 2.62425 -4.377 6.223 -2.244
C -3.50620 -0.77318 2.29022 -2.651 0.408 -0.098
C -4.35860 -1.15750 3.65376 -2.169 1.685 -2.761
C -3.68197 -1.88237 4.99388 -0.606 0.061 -0.419
O -2.43816 -1.18831 5.36200 -0.882 -2.554 -0.088
C -1.40198 -2.13782 5.84040 1.407 0.197 -2.076
C 0.05472 -1.36576 5.56347 0.174 -0.668 0.952
C 0.92683 -1.50811 6.94444 0.396 0.456 -0.519
C -5.96189 -0.79632 3.64450 2.394 0.640 -3.102
C -6.72622 -0.09093 2.33452 2.929 -0.859 0.394
C -8.33221 0.20727 2.53104 0.511 0.369 0.242
C -9.29975 -0.45085 1.38292 -1.050 0.681 0.197
C -5.86830 0.26573 0.94407 1.563 -1.301 3.507
C -6.58768 0.91196 -0.37909 -0.894 -5.026 -4.718
O -6.91679 0.04663 -1.37710 2.211 5.875 6.491
N -6.88259 2.37395 -0.62878 1.620 -0.162 3.310
C -6.89090 3.20153 0.63715 -5.352 2.495 3.687
O -8.03939 3.59524 1.24843 8.974 -3.033 -4.442
F -5.57271 3.64460 1.19618 -3.996 -1.473 -2.056
C -4.23367 -0.08841 0.94880 -1.285 -0.572 2.279
C -3.24864 0.21583 -0.36806 -0.876 -0.371 -3.963
O -3.66647 0.06949 -1.64503 2.457 1.203 8.087
H 3.05339 -1.13435 -3.54714 0.469 -0.165 2.201
H 4.47885 -1.69024 -2.41745 -2.348 0.923 -0.142
H 2.71391 -1.99278 -1.81170 1.248 1.826 -1.608
H 3.08583 0.05291 -0.56212 0.667 0.643 -2.082
H 4.62894 0.53256 -1.59375 -2.572 -0.511 -0.039
H 3.28965 1.58495 -3.47651 -1.354 -0.279 2.251
H 1.59600 1.17317 -2.75968 1.951 0.629 0.978
H 0.87855 3.67257 -2.15808 1.190 -1.204 1.815
H 1.77196 4.18750 -0.56818 -0.334 -2.056 -1.531
H -1.30843 2.27228 -1.82960 1.277 -1.131 2.383
H 1.03872 0.06661 2.89180 -1.542 0.797 -2.412
H 3.36629 1.07538 2.10730 -0.882 1.938 -1.125
H 3.60610 2.43039 0.72821 -1.576 -1.246 1.323
H 1.59773 3.61569 2.72290 2.411 -0.966 -0.157
H 3.34511 4.22797 2.33565 -1.253 -2.183 0.537
H 4.22967 3.18506 4.10127 -1.357 -0.928 0.126
H 3.10088 1.87702 4.23620 0.426 1.333 -0.259
H -4.41713 -1.86140 5.92384 1.174 0.210 -2.129
H -3.53817 -3.02906 4.73138 0.052 2.397 0.375
H -1.53703 -2.47423 6.95385 0.113 0.827 -2.083
H -1.38762 -3.06840 5.09689 -0.300 1.764 1.781
H -0.07645 -0.23554 5.28188 -0.141 -2.218 0.657
H 0.65828 -1.86730 4.67083 -1.588 1.012 1.915
H 0.22004 -1.55502 7.88037 1.459 0.113 -1.805
H 1.59285 -2.46917 6.88951 -1.299 1.764 0.300
H 1.63439 -0.58032 7.04153 -1.298 -1.946 -0.032
H -6.60665 -1.06919 4.60370 1.486 0.742 -2.359
H -8.51074 1.37743 2.53985 0.599 -2.386 -0.074
H -8.65826 -0.16045 3.61927 0.948 0.669 -2.484
H -10.04865 -1.21335 1.89610 1.795 1.416 -1.264
H -8.73600 -0.92979 0.47381 -1.066 0.867 1.953
H -9.98769 0.43782 0.98116 1.539 -2.050 0.675
H -6.19980 2.81352 -1.28528 -0.577 -0.816 0.447
C -8.49745 -0.18386 -3.71846 -0.002 0.257 0.211
N -9.75369 -0.24253 -4.51360 -0.866 -0.023 -0.540
O -10.62465 0.59727 -4.25858 1.050 -1.269 -0.551
O -9.82980 -1.13003 -5.37124 -0.078 1.301 1.131
H -8.56866 0.64046 -3.00573 -0.096 -0.305 -0.292
H -8.39301 -1.13724 -3.19646 -0.049 0.170 -0.177
H -7.67329 -0.02041 -4.41594 -0.148 -0.155 0.096
C 3.56497 -3.08538 2.93097 0.134 -0.139 0.090
N 3.59155 -1.88987 3.81633 0.801 0.312 0.872
O 4.47812 -1.84254 4.67693 -1.687 0.297 -1.284
O 2.72161 -1.03282 3.62221 1.174 -0.667 0.418
H 4.38252 -3.75216 3.21309 -0.408 0.476 0.048
H 2.60022 -3.57742 3.07054 0.132 0.435 -0.139
H 3.68846 -2.73726 1.90335 -0.200 -0.034 0.190
C 1.68667 -6.99198 3.65093 -0.036 -0.218 0.364
N 2.57436 -6.06543 2.89771 0.043 0.374 -0.659
O 3.74524 -5.96566 3.28236 -1.164 -0.192 -0.782
O 2.07051 -5.46454 1.94163 1.060 -0.897 1.412
H 2.25912 -7.44952 4.46058 -0.034 0.219 -0.233
H 0.85784 -6.40323 4.04933 0.092 -0.087 -0.206
H 1.33369 -7.75210 2.95089 -0.058 0.283 0.061
C 4.03486 4.62884 -5.96616 0.303 0.164 0.047
N 4.35833 3.21554 -5.63186 0.361 -0.574 0.136
O 5.54718 2.93831 -5.43524 -1.661 -0.060 -0.191
O 3.40954 2.42452 -5.57631 1.450 0.861 -0.161
H 4.95986 5.20915 -5.98018 -0.126 -0.300 0.001
H 3.56090 4.63462 -6.94985 -0.037 -0.074 0.287
H 3.35676 5.00272 -5.19621 0.300 -0.346 -0.328
C -0.36027 6.16068 -4.87852 -0.307 0.139 -0.220
N 1.08676 5.84632 -5.02382 0.655 -0.091 -0.243
O 1.63198 6.16815 -6.08591 -0.700 -0.320 1.616
O 1.63425 5.28537 -4.06748 -0.625 0.843 -1.320
H -0.70871 6.65028 -5.79036 0.231 -0.128 0.160
H -0.88812 5.21787 -4.72104 0.155 0.164 0.105
H -0.46846 6.82505 -4.01867 0.057 -0.243 -0.067
C 2.40388 8.95122 -8.26642 0.232 -0.256 0.150
N 0.97210 9.15449 -8.61643 -1.089 0.203 -0.295
O 0.17732 8.26645 -8.28691 0.880 1.347 -0.518
O 0.68669 10.19984 -9.21207 0.279 -1.631 0.909
H 2.50869 7.99559 -7.74838 -0.177 0.227 -0.135
H 2.97380 8.94965 -9.19782 -0.123 0.158 0.174
H 2.70496 9.77647 -7.61778 -0.049 -0.066 -0.252
C -6.95375 -3.55962 -2.17854 0.336 -0.075 0.011
N -8.25176 -4.07132 -1.66167 -0.814 -0.556 0.425
O -8.23673 -5.15631 -1.06885 -0.290 1.605 -0.812
O -9.24896 -3.36921 -1.86575 1.287 -1.021 0.371
H -6.16734 -4.27499 -1.92877 -0.303 0.121 -0.018
H -7.04896 -3.45338 -3.26112 -0.059 0.087 0.205
H -6.76506 -2.59646 -1.69985 -0.092 -0.041 -0.158
C 5.60263 0.39727 -7.93622 -0.013 0.193 0.314
N 5.76868 0.72693 -9.37760 0.123 0.223 -1.030
O 5.99355 1.90815 -9.66576 -0.321 -1.669 0.153
O 5.66856 -0.20951 -10.17889 0.181 1.482 1.014
H 5.71528 1.31140 -7.34950 0.007 -0.217 -0.213
H 4.60315 -0.02314 -7.80734 0.239 -0.037 -0.067
H 6.37560 -0.32768 -7.67279 -0.229 0.044 -0.113
C 7.14521 -5.22840 1.57335 0.177 -0.248 0.161
N 6.53176 -3.89556 1.82039 -0.243 0.928 0.332
O 6.58673 -3.45215 2.97332 -0.070 -0.453 -1.823
O 6.01242 -3.33225 0.84984 0.640 -0.662 1.437
H 7.56193 -5.60458 2.51005 -0.163 0.211 -0.187
H 6.35793 -5.89087 1.20779 0.145 0.212 -0.045
H 7.93145 -5.09612 0.82718 -0.253 -0.014 0.039
C 4.14625 -8.69838 0.56960 0.347 -0.094 -0.065
N 2.84824 -9.21007 1.08647 -0.764 -0.692 0.401
O 2.86327 -10.29506 1.67929 -0.273 1.672 -0.798
O 1.85104 -8.50796 0.88239 1.271 -1.056 0.349
H 4.93266 -9.41374 0.81937 -0.309 0.108 -0.004
H 4.05104 -8.59213 -0.51297 -0.065 0.114 0.227
H 4.33494 -7.73521 1.04829 -0.148 -0.088 -0.166
C 3.43486 3.33938 7.71430 0.092 0.290 -0.048
N 3.75833 1.92607 8.04861 0.411 -0.949 0.252
O 4.94718 1.64885 8.24523 -1.773 0.152 -0.243
O 2.80954 1.13505 8.10416 1.466 1.036 0.001
H 4.35986 3.91969 7.70028 -0.178 -0.271 0.043
H 2.96090 3.34515 6.73061 -0.031 -0.038 0.138
H 2.75676 3.71326 8.48426 0.031 -0.153 -0.192
```
Positions in Å, forces in eV/Å.

Results
* HOMO level: -8.744 eV
* F_max: 10.46 eV/Å
* total energy: -120873.6131 eV
* HOMO-LUMO gap: 0.25236 Ha
* structure (SMILES): CCCOCc1cc2c(cc1CCN)C(=O)c1c(COCCC)cc(CC)c(C(=O)NC(=O)F)c1C2=O.C[N+](=O)[O-].C[N+](=O)[O-].C[N+](=O)[O-].C[N+](=O)[O-].C[N+](=O)[O-].C[N+](=O)[O-].C[N+](=O)[O-].C[N+](=O)[O-].C[N+](=O)[O-].C[N+](=O)[O-].C[N+](=O)[O-]

> Which formula does entry 2 have?

C39H66FN13O28

> Which value of F_max does entry 2 give?

10.46 eV/Å

> Among the records above, which one has the highest total energy?

C39H66BI2MoN6S3Si

> Which of these has the highest total energy?

C39H66BI2MoN6S3Si